Entry w
Formula: C13H19BClN6O9P2Rh
Source: OMol25
Level of theory: ωB97M-V/def2-TZVPD

Calculated values
HOMO energy ... -9.47 eV
E_LUMO ... -1.409 eV
2S+1 ... 1

Atoms and positions in Å:
Rh  0.278  0.564  -0.536
C  4.356  -0.428  -0.606
C  3.034  -0.674  -0.974
N  2.246  0.227  -0.388
N  3.018  1.044  0.353
C  4.298  0.669  0.232
B  2.363  2.235  1.070
N  1.244  1.639  1.954
C  1.025  1.686  3.272
C  -0.148  1.011  3.553
C  -0.614  0.556  2.322
N  0.236  0.953  1.378
N  1.639  3.100  0.020
C  1.748  4.391  -0.318
C  0.825  4.664  -1.310
C  0.166  3.455  -1.530
N  0.677  2.529  -0.724
H  5.226  -0.984  -0.904
H  2.622  -1.447  -1.601
H  5.072  1.207  0.752
H  3.154  2.868  1.700
H  1.718  2.203  3.914
H  -0.606  0.863  4.514
H  -1.473  -0.034  2.044
H  2.470  5.023  0.173
H  0.646  5.602  -1.802
H  -0.635  3.211  -2.206
C  -1.096  -4.778  -1.393
C  -1.094  -3.762  -0.258
O  -1.046  -4.489  0.970
P  -2.599  -2.738  -0.279
O  -2.812  -2.408  -1.787
O  -3.747  -3.772  0.137
O  -2.548  -1.587  0.652
P  0.441  -2.727  -0.404
O  0.763  -2.345  1.145
O  1.540  -3.509  -0.999
O  0.154  -1.368  -1.080
H  -1.997  -5.389  -1.338
H  -0.217  -5.411  -1.293
H  -1.065  -4.278  -2.359
H  -0.846  -3.862  1.676
H  -3.174  -1.466  -1.895
H  -4.308  -3.405  0.828
H  1.501  -2.892  1.443
Cl  -3.430  3.573  -2.352
C  -3.494  2.508  -0.915
C  -2.852  1.165  -1.261
O  -3.583  0.289  -1.715
O  -1.591  1.135  -1.092
H  -4.539  2.374  -0.658
H  -2.947  3.008  -0.122

Entry x
Formula: C13H19BClN6O9P2Rh
Source: OMol25
Level of theory: ωB97M-V/def2-TZVPD

Calculated values
HOMO energy ... -9.52 eV
E_LUMO ... -0.430 eV
2S+1 ... 1

Atoms and positions in Å:
Rh  -0.779  0.169  -0.032
C  1.936  3.386  -0.830
C  1.341  2.500  0.068
N  0.407  1.791  -0.547
N  0.387  2.187  -1.839
C  1.304  3.146  -2.030
B  -0.629  1.577  -2.800
N  -2.023  1.709  -2.139
C  -3.174  2.247  -2.563
C  -4.123  2.102  -1.569
C  -3.462  1.441  -0.534
N  -2.204  1.224  -0.902
N  -0.321  0.064  -2.880
C  0.074  -0.742  -3.873
C  0.227  -2.021  -3.370
C  -0.102  -1.919  -2.018
N  -0.431  -0.660  -1.758
H  2.718  4.095  -0.630
H  1.517  2.345  1.112
H  1.425  3.599  -2.999
H  -0.608  2.094  -3.877
H  -3.234  2.701  -3.538
H  -5.148  2.426  -1.585
H  -3.810  1.122  0.435
H  0.213  -0.352  -4.867
H  0.528  -2.903  -3.905
H  -0.145  -2.654  -1.233
C  2.848  -1.890  3.452
C  2.472  -0.722  2.547
O  2.987  0.487  3.129
P  3.295  -0.880  0.914
O  4.836  -0.753  1.303
O  3.245  -2.424  0.526
O  2.804  0.036  -0.121
P  0.663  -0.588  2.282
O  0.069  -1.201  3.629
O  0.302  -1.414  1.053
O  0.234  0.842  2.134
H  3.932  -1.985  3.512
H  2.441  -2.824  3.067
H  2.447  -1.711  4.447
H  2.364  1.198  2.918
H  4.960  -0.043  1.948
H  2.443  -2.590  0.011
H  -0.844  -0.886  3.742
Cl  -5.205  -2.163  0.795
C  -3.660  -2.410  1.663
C  -2.717  -1.264  1.338
O  -2.538  -0.363  2.155
O  -2.137  -1.344  0.202
H  -3.246  -3.358  1.332
H  -3.878  -2.420  2.725

entry x is preferred energetically. Next in line: 0.0245 hartree higher.

Entry w
Formula: C22H28As2BrCaClF6N4O9S2
Source: OMol25
Level of theory: ωB97M-V/def2-TZVPD

Calculated values
HOMO energy ... -8.68 eV
E_LUMO ... 0.351 eV
2S+1 ... 1

Atoms and positions in Å:
Ca  -0.708  -1.159  0.488
C  2.843  -4.395  -0.512
As  2.065  -2.899  0.471
C  2.384  -3.558  2.279
C  3.512  -1.599  0.270
C  4.710  -1.701  0.967
C  5.704  -0.745  0.817
C  5.504  0.325  -0.039
C  4.314  0.434  -0.748
C  3.311  -0.519  -0.606
As  1.592  -0.378  -1.544
C  1.915  -1.585  -3.051
C  1.853  1.308  -2.498
H  3.817  -4.643  -0.093
H  2.959  -4.148  -1.566
H  2.172  -5.249  -0.428
H  3.376  -3.996  2.378
H  1.631  -4.322  2.474
H  2.261  -2.752  3.002
H  4.874  -2.531  1.645
H  6.629  -0.833  1.372
H  6.272  1.078  -0.158
H  4.181  1.279  -1.410
H  2.966  -1.570  -3.334
H  1.296  -1.231  -3.874
H  1.616  -2.601  -2.796
H  2.780  1.311  -3.071
H  1.858  2.150  -1.804
H  1.015  1.411  -3.187
F  0.192  0.493  5.359
C  -0.822  -0.107  4.743
F  -1.946  0.144  5.401
F  -0.608  -1.416  4.717
S  -0.941  0.565  3.032
O  0.252  0.075  2.357
O  -1.145  1.970  3.169
N  -2.120  -0.306  2.453
S  -3.354  0.049  1.534
O  -3.804  1.404  1.525
O  -3.102  -0.629  0.273
C  -4.688  -0.925  2.348
F  -4.901  -0.448  3.570
F  -5.796  -0.787  1.623
F  -4.362  -2.203  2.422
O  -2.752  -4.542  -0.151
Cl  -1.432  -4.059  0.018
O  -0.460  -5.100  -0.024
O  -1.121  -3.060  -1.019
O  -1.321  -3.344  1.297
N  -0.934  1.242  -0.048
C  -1.201  2.359  -0.163
N  -1.535  3.623  -0.326
C  -2.151  4.305  0.833
C  -1.065  4.957  1.670
O  -0.270  5.825  0.874
C  0.395  5.116  -0.150
C  -0.610  4.475  -1.093
H  -2.718  3.575  1.406
H  -2.829  5.061  0.435
H  -0.438  4.186  2.132
H  -1.509  5.564  2.457
H  1.042  4.342  0.287
H  1.018  5.831  -0.686
H  -0.121  3.872  -1.858
H  -1.209  5.245  -1.581
Br  -3.840  -3.257  -3.316
C  -3.100  -1.530  -3.211
C  -3.889  -0.444  -2.880
C  -3.290  0.804  -2.838
C  -1.937  0.900  -3.115
N  -1.170  -0.148  -3.412
C  -1.749  -1.345  -3.465
H  -4.938  -0.575  -2.656
H  -3.861  1.686  -2.581
H  -1.440  1.864  -3.092
H  -1.121  -2.192  -3.714

Entry x
Formula: C22H28As2BrCaClF6N4O9S2
Source: OMol25
Level of theory: ωB97M-V/def2-TZVPD

Calculated values
HOMO energy ... -8.99 eV
E_LUMO ... 0.484 eV
2S+1 ... 1

Atoms and positions in Å:
Ca  -1.535  0.490  0.208
C  -2.036  1.412  4.406
As  -1.098  1.517  2.724
C  -0.806  3.446  2.731
C  0.672  0.976  3.379
C  1.269  1.723  4.382
C  2.544  1.417  4.834
C  3.231  0.347  4.279
C  2.647  -0.403  3.265
C  1.371  -0.109  2.798
As  0.580  -1.053  1.257
C  1.848  -2.478  1.065
C  -0.582  -2.194  2.395
H  -1.468  1.952  5.159
H  -2.159  0.373  4.706
H  -3.022  1.861  4.294
H  -0.891  3.841  3.741
H  -1.547  3.924  2.092
H  0.187  3.628  2.326
H  0.746  2.568  4.814
H  3.000  2.010  5.617
H  4.227  0.104  4.626
H  3.212  -1.215  2.826
H  2.045  -2.922  2.036
H  2.759  -2.134  0.586
H  1.374  -3.206  0.410
H  0.038  -2.766  3.079
H  -1.138  -2.870  1.744
H  -1.305  -1.604  2.957
F  -6.071  -0.459  1.820
C  -4.832  0.005  1.831
F  -4.852  1.304  2.120
F  -4.148  -0.605  2.798
S  -4.008  -0.368  0.168
O  -2.802  -1.100  0.659
O  -5.014  -1.086  -0.534
N  -3.698  1.181  -0.189
S  -2.887  2.222  -1.136
O  -2.895  2.100  -2.550
O  -1.614  2.562  -0.442
C  -3.913  3.694  -0.740
F  -3.751  4.010  0.545
F  -5.195  3.442  -0.954
F  -3.506  4.708  -1.489
O  -0.896  -1.151  -3.514
Cl  -1.293  -0.883  -2.168
O  -2.740  -0.643  -2.065
O  -0.939  -1.968  -1.264
O  -0.587  0.362  -1.692
N  1.955  -1.299  -1.601
C  2.091  -1.875  -2.596
N  2.469  -2.522  -3.704
C  2.876  -3.931  -3.592
C  1.742  -4.831  -4.022
O  1.348  -4.517  -5.347
C  0.867  -3.182  -5.442
C  1.933  -2.181  -5.033
H  3.181  -4.132  -2.566
H  3.727  -4.084  -4.258
H  0.896  -4.717  -3.333
H  2.061  -5.873  -4.028
H  -0.015  -3.058  -4.812
H  0.586  -3.023  -6.482
H  1.527  -1.171  -5.005
H  2.765  -2.224  -5.739
Br  0.398  4.234  -3.081
C  1.313  3.162  -1.822
C  2.266  2.246  -2.224
C  2.889  1.488  -1.247
C  2.490  1.635  0.069
N  1.582  2.533  0.457
C  1.034  3.309  -0.476
H  2.524  2.142  -3.269
H  3.662  0.779  -1.507
H  2.941  1.042  0.856
H  0.365  4.089  -0.135

entry w is preferred energetically. Next in line: 0.1618 hartree higher.

Entry w
Formula: C12H19NO
Source: OMol25
Level of theory: ωB97M-V/def2-TZVPD

Calculated values
HOMO energy ... -8.25 eV
E_LUMO ... 0.388 eV
Structure (SMILES) ... CCCC(=O)C1=CCCN2CCC[C@H]12
2S+1 ... 1

Atoms and positions in Å:
O  0.937  1.682  1.387
C  0.837  0.444  1.320
C  0.682  -1.668  -0.130
C  0.447  -0.316  0.038
N  -0.861  -0.513  -2.181
C  -0.381  0.931  4.069
C  0.013  -2.505  -1.109
C  1.138  -0.359  2.726
C  -0.119  -1.721  -2.399
C  -1.218  0.347  -3.357
C  0.954  0.244  4.082
C  -0.791  1.801  -3.009
C  0.081  1.698  -1.795
C  -0.404  0.413  -1.042
H  1.275  -2.124  0.733
H  -0.995  0.776  3.182
H  -0.959  0.594  4.979
H  -0.239  1.994  4.065
H  -1.024  -2.673  -0.691
H  0.437  -3.485  -1.315
H  2.180  -0.852  2.557
H  0.268  -1.093  2.810
H  0.881  -1.667  -2.733
H  -0.607  -2.290  -3.157
H  -0.573  0.109  -4.278
H  -2.337  0.216  -3.721
H  0.858  -0.601  4.806
H  1.796  0.904  4.443
H  -1.734  2.307  -2.707
H  -0.286  2.362  -3.854
H  1.187  1.783  -2.058
H  -0.113  2.517  -1.128
H  -1.329  0.745  -0.536

Entry x
Formula: C12H19NO
Source: OMol25
Level of theory: ωB97M-V/def2-TZVPD

Calculated values
HOMO energy ... -9.11 eV
E_LUMO ... 0.811 eV
Structure (SMILES) ... CCN(C)C(C)=O.Cc1ccccc1
2S+1 ... 1

Atoms and positions in Å:
C  1.595  -0.880  -2.898
C  -0.297  -1.210  -1.220
C  0.202  -1.233  -2.514
C  -1.619  -1.546  -0.942
C  -2.471  -1.815  -2.016
C  -0.648  -1.488  -3.624
C  -1.967  -1.718  -3.270
H  0.328  -0.939  -0.387
H  -2.049  -1.446  0.036
H  2.143  -0.042  -2.363
H  1.770  -0.645  -3.972
H  -3.465  -2.213  -1.813
H  -0.242  -1.616  -4.624
H  -2.614  -1.666  -4.155
H  2.364  -1.624  -2.639
C  1.459  0.627  2.071
C  1.424  -0.901  2.138
C  -0.291  1.384  3.783
C  -0.499  2.170  0.107
C  -0.295  2.366  1.583
O  -0.498  3.401  2.184
N  -0.005  1.144  2.356
H  2.348  1.053  2.573
H  1.855  1.044  1.065
H  1.505  -1.368  1.167
H  0.634  -1.386  2.608
H  -0.973  0.746  4.311
H  0.090  3.044  -0.228
H  2.391  -1.039  2.753
H  0.430  1.898  4.544
H  -0.843  2.375  3.869
H  -0.175  1.223  -0.318
H  -1.587  2.300  -0.166

entry w is preferred energetically. Next in line: 0.0042 hartree higher.

Entry w
Formula: C3HCl2F
Source: OMol25
Level of theory: ωB97M-V/def2-TZVPD

Calculated values
HOMO energy ... -10.97 eV
E_LUMO ... 0.624 eV
Structure (SMILES) ... C#CC(F)(Cl)Cl
2S+1 ... 1

Atoms and positions in Å:
C  -0.826  -0.231  0.234
C  0.566  -0.033  -0.115
C  1.657  0.295  -0.382
H  2.646  0.372  -0.607
F  -1.094  -1.482  0.579
Cl  -1.705  0.158  -1.284
Cl  -1.244  0.922  1.574

Entry x
Formula: C3HCl2F
Source: OMol25
Level of theory: ωB97M-V/def2-TZVPD

Calculated values
HOMO energy ... -11.08 eV
E_LUMO ... -0.464 eV
Structure (SMILES) ... C#CC(F)(Cl)Cl
2S+1 ... 1

Atoms and positions in Å:
C  0.169  -0.433  0.674
C  -0.165  0.127  -0.589
C  -0.488  0.876  -1.526
H  -0.817  1.091  -2.494
F  -0.400  -1.606  1.038
Cl  1.992  -0.750  0.728
Cl  -0.293  0.694  2.169

entry w is preferred energetically. Next in line: 0.0141 hartree higher.